1.
ORCA calculation (the ωB97M-V functional and the def2-TZVPD basis) on a cluster of 8 separate species, C36H73N9O13PS in total.

As for the total energy: -98655.5790 eV. The spin multiplicity is 1. Its charge is +1.

Geometry as XYZ:
```
133
C36H73N9O13PS, DFT the ωB97M-V functional and the def2-TZVPD basis
C 1.772 -5.326 -2.938
C 2.827 -5.217 -4.158
O 3.891 -4.284 -3.785
C 3.845 -3.183 -4.718
O 4.760 -2.838 -5.531
C 2.514 -2.257 -4.700
C 2.929 -0.915 -3.926
C 1.765 0.184 -3.837
C 0.383 -0.350 -3.245
C 0.315 -0.941 -1.837
O 1.567 -0.982 -1.124
N -0.753 -1.428 -1.097
N -1.871 -1.321 -1.813
P -3.325 -1.877 -0.884
O -4.088 -0.683 -0.246
C -2.082 -0.865 -3.117
C -3.573 -0.858 -3.731
S -4.456 0.678 -3.180
C -6.166 0.320 -2.565
C -6.612 -1.217 -2.584
C -0.963 -0.322 -4.008
C -1.055 0.216 -5.500
C -1.093 -1.104 -6.448
O -0.354 -2.105 -6.242
O -2.011 -1.195 -7.545
H 1.870 -4.458 -2.191
H 0.688 -5.365 -3.337
H 1.976 -6.323 -2.415
H 3.352 -6.218 -4.386
H 2.275 -4.932 -5.123
H 1.638 -2.747 -4.156
H 2.180 -1.962 -5.751
H 3.799 -0.417 -4.505
H 3.378 -1.163 -2.890
H 1.588 0.566 -4.922
H 2.126 1.012 -3.133
H 1.727 -0.118 -0.678
H -4.162 -2.743 -1.654
H -2.898 -2.672 0.255
H -4.141 -1.835 -3.586
H -3.453 -0.752 -4.878
H -6.326 0.793 -1.523
H -6.892 0.895 -3.260
H -7.769 -1.226 -2.582
H -6.288 -1.792 -3.516
H -6.302 -1.741 -1.602
H -0.232 0.941 -5.806
H -2.082 0.711 -5.645
H -2.824 -1.677 -7.262
C 8.392 -3.997 -1.812
O 7.939 -5.045 -1.393
N 7.954 -3.337 -2.923
C 8.545 -2.089 -3.360
C 6.863 -3.905 -3.693
H 9.222 -3.481 -1.302
H 7.773 -1.315 -3.371
H 8.946 -2.218 -4.368
H 9.350 -1.782 -2.691
H 5.985 -4.001 -3.052
H 7.158 -4.899 -4.038
H 6.623 -3.276 -4.548
C 0.132 1.092 3.037
O 1.096 1.085 2.288
N -1.115 0.650 2.715
C -2.219 0.688 3.658
C -1.342 0.124 1.387
H 0.203 1.473 4.068
H -2.587 -0.330 3.816
H -3.016 1.302 3.245
H -1.905 1.106 4.613
H -0.678 -0.728 1.223
H -1.108 0.900 0.652
H -2.380 -0.191 1.270
C 2.452 2.142 -6.871
O 2.004 1.084 -6.443
N 2.013 2.791 -7.978
C 2.598 4.043 -8.419
C 0.924 2.216 -8.746
H 3.279 2.663 -6.365
H 1.824 4.814 -8.432
H 3.000 3.913 -9.427
H 3.403 4.356 -7.752
H 0.045 2.119 -8.103
H 1.216 1.222 -9.093
H 0.683 2.848 -9.601
C -4.532 2.189 5.924
O -3.909 2.216 4.874
N -4.557 3.186 6.850
C -5.321 3.079 8.076
C -3.794 4.393 6.601
H -5.143 1.318 6.211
H -6.054 3.890 8.110
H -4.642 3.166 8.926
H -5.843 2.123 8.132
H -4.143 4.853 5.673
H -2.739 4.133 6.486
H -3.911 5.097 7.426
C -2.107 1.752 9.891
O -3.264 1.416 9.687
N -1.582 2.061 11.107
C -0.196 2.452 11.270
C -2.438 1.998 12.279
H -1.375 1.832 9.071
H 0.296 1.745 11.942
H -0.157 3.454 11.703
H 0.325 2.456 10.311
H -2.830 0.979 12.384
H -3.279 2.685 12.144
H -1.881 2.272 13.176
C -4.878 -0.241 12.237
O -4.069 -0.058 13.131
N -6.201 0.080 12.295
C -7.102 -0.168 11.189
C -6.723 0.689 13.503
H -4.586 -0.697 11.278
H -7.535 0.781 10.862
H -7.899 -0.838 11.521
H -6.575 -0.627 10.351
H -6.191 1.625 13.691
H -6.553 0.015 14.346
H -7.790 0.887 13.401
C 7.097 2.544 -7.917
O 6.588 3.426 -7.248
N 7.057 1.213 -7.625
C 7.685 0.217 -8.471
C 6.362 0.780 -6.429
H 7.648 2.766 -8.845
H 6.924 -0.483 -8.824
H 8.435 -0.323 -7.888
H 8.169 0.683 -9.330
H 5.317 1.096 -6.489
H 6.821 1.254 -5.558
H 6.411 -0.305 -6.326
```

These are the Mulliken partial charges, in e, on atoms 1 to 4: -0.8220 -0.3180 -0.3751 0.0219

2.
ORCA calculation (the ωB97M-V functional and the def2-TZVPD basis) on a cluster of 11 separate species, C36H74Cl10O14 in total.

As for the total energy: -192410.3754 eV. The spin multiplicity is 1. The structure (SMILES) is O=C1C=C(O)C(=O)C=C1O.COCCOC.COCCOC.COCCOC.COCCOC.COCCOC.ClCCCl.ClCCCl.ClCCCl.ClCCCl.ClCCCl.

Geometry as XYZ:
```
134
C36H74Cl10O14, DFT the ωB97M-V functional and the def2-TZVPD basis
O 6.732 -19.266 18.285
C 6.811 -19.499 17.068
C 7.291 -18.599 16.059
C 7.209 -18.774 14.718
O 7.659 -17.785 13.858
C 6.571 -19.942 14.038
O 6.582 -20.186 12.812
C 6.058 -20.882 15.049
C 6.221 -20.718 16.405
O 5.675 -21.659 17.232
H 7.855 -17.758 16.433
H 7.373 -17.922 12.952
H 5.585 -21.739 14.594
H 5.668 -21.435 18.165
C 5.359 -14.804 8.586
O 6.406 -15.741 8.378
C 6.840 -15.734 7.023
C 7.022 -14.445 6.128
O 7.996 -13.634 6.744
C 8.077 -12.378 6.030
H 4.453 -15.025 8.022
H 5.541 -13.776 8.274
H 5.202 -14.849 9.664
H 6.116 -16.468 6.670
H 7.829 -16.185 7.101
H 6.074 -13.922 6.005
H 7.258 -14.760 5.111
H 8.630 -11.636 6.606
H 7.068 -11.969 5.968
H 8.616 -12.525 5.094
C 12.453 -4.087 15.766
O 13.105 -5.228 15.189
C 12.336 -6.303 14.867
C 11.125 -6.029 13.865
O 10.071 -5.410 14.545
C 9.205 -4.712 13.664
H 13.276 -3.417 16.017
H 11.868 -4.446 16.613
H 11.788 -3.474 15.158
H 11.963 -6.698 15.811
H 12.980 -7.116 14.531
H 10.835 -7.016 13.503
H 11.505 -5.504 12.988
H 8.530 -5.473 13.271
H 9.518 -4.171 12.771
H 8.601 -4.050 14.284
C 6.141 -11.083 14.523
O 4.698 -11.138 14.550
C 4.090 -10.226 13.620
C 2.578 -10.433 13.847
O 2.258 -10.349 15.255
C 0.989 -10.893 15.529
H 6.677 -10.244 14.967
H 6.483 -11.199 13.494
H 6.520 -11.985 15.003
H 4.436 -10.541 12.636
H 4.455 -9.229 13.867
H 2.242 -11.376 13.414
H 2.113 -9.669 13.225
H 0.801 -11.818 14.984
H 0.108 -10.258 15.435
H 1.093 -11.140 16.586
C 20.406 -13.703 8.118
O 21.604 -13.349 8.727
C 21.506 -13.200 10.189
C 20.907 -14.326 10.864
O 21.709 -15.448 10.612
C 21.474 -16.510 11.514
H 19.620 -13.042 8.481
H 20.106 -14.748 8.206
H 20.502 -13.502 7.051
H 20.976 -12.283 10.444
H 22.511 -13.031 10.574
H 19.921 -14.538 10.451
H 20.855 -14.218 11.948
H 22.283 -17.236 11.444
H 20.465 -16.923 11.518
H 21.466 -16.222 12.566
C 19.452 -9.792 15.539
O 19.322 -11.133 16.053
C 17.998 -11.671 16.111
C 17.830 -12.824 17.093
O 17.638 -12.380 18.382
C 18.123 -13.317 19.349
H 18.776 -9.359 14.803
H 20.435 -9.502 15.166
H 19.366 -9.141 16.409
H 17.593 -11.858 15.116
H 17.339 -10.858 16.416
H 18.666 -13.494 16.893
H 16.921 -13.364 16.831
H 19.212 -13.272 19.373
H 17.811 -14.319 19.056
H 17.730 -13.143 20.350
Cl 21.001 -21.102 6.066
C 20.240 -19.688 6.965
C 18.724 -19.885 6.915
Cl 18.249 -19.973 5.200
H 20.616 -18.739 6.584
H 20.638 -19.854 7.966
H 18.158 -19.089 7.399
H 18.530 -20.787 7.495
Cl 14.887 -20.979 12.608
C 14.627 -19.711 13.824
C 13.159 -19.503 13.957
Cl 12.303 -21.011 14.332
H 15.268 -18.920 13.436
H 15.025 -20.080 14.769
H 12.674 -19.022 13.107
H 13.026 -18.701 14.683
Cl 14.473 -15.166 10.005
C 13.459 -13.933 9.224
C 12.520 -13.396 10.317
Cl 13.383 -12.397 11.541
H 12.966 -14.478 8.419
H 14.055 -13.114 8.821
H 11.970 -14.195 10.815
H 11.832 -12.700 9.837
Cl 11.846 -21.798 6.794
C 12.017 -20.113 6.318
C 11.325 -20.003 4.957
Cl 11.608 -18.344 4.267
H 13.091 -19.986 6.185
H 11.487 -19.489 7.038
H 10.289 -20.272 4.750
H 11.905 -20.638 4.287
Cl 13.944 -7.781 7.242
C 13.506 -6.588 8.444
C 14.719 -5.559 8.572
Cl 14.794 -4.339 7.285
H 13.142 -7.165 9.294
H 12.712 -6.000 7.984
H 15.684 -6.041 8.725
H 14.529 -5.018 9.499
```

These are the Mulliken partial charges, in e, on atoms 1 to 4: -0.6000 0.6098 -0.7677 0.6032

Computed HOMO (eV) in order:
-10.1; -9.6